Entry 1:
Here is a 3-piece molecular cluster, C5H12N2O2 overall from the Open Molecules 2025 dataset. Energies are from the ωB97M-V functional and the def2-TZVPD basis.

ORCA input file:
```
! RIJCOSX wB97M-V def2-TZVPD def2/J DEFGRID3
* xyz 0 1
C -0.5285 0.1097 0.2137
C 1.8329 1.0574 0.6569
C -1.0334 -0.0975 1.6079
C 2.2009 1.8856 -0.5260
N 0.4724 -0.5778 -0.2601
C -1.7647 -1.6359 -0.9833
N -1.2395 -2.8693 -1.1253
O -1.0004 1.1904 -0.4530
O -2.9000 -1.3165 -1.2484
H -1.8459 1.4747 -0.0795
H 0.6348 -0.3105 -1.2310
H -1.7987 -3.6461 -1.4693
H -0.2750 -3.0130 -0.8787
H 2.5239 0.2926 0.9863
H 1.3236 1.5641 1.4700
H -0.9817 0.8266 2.1878
H -0.4567 -0.8736 2.1049
H -2.0795 -0.4139 1.5565
H 1.3292 2.3972 -0.9462
H 2.9272 2.6727 -0.2685
H 2.6590 1.2829 -1.3146
*
```

Summary:
Kohn-Sham gap (spin up / spin down) = 8.34 / 6.95 eV
E_HOMO (spin up / spin down) = -7.5 / -6.6 eV
ΔE to the lowest compared entry with this formula, charge and spin = 504.4 kJ/mol



Entry 2:
Here is C26H26N4S3Ta as an isolated structure from the Open Molecules 2025 dataset. Energies are from the ωB97M-V functional and the def2-TZVPD basis.

ORCA input file:
```
! RIJCOSX wB97M-V def2-TZVPD def2/J DEFGRID3
* xyz 3 1
Ta 0.3523 0.5506 0.2985
C 0.4258 1.9927 -2.4549
N 0.5842 2.3801 -1.0077
C -0.5400 3.2567 -0.5401
C -0.5262 3.3056 0.9756
N -0.9323 1.9622 1.5063
C -0.6020 1.8160 2.9698
C -2.3970 1.8049 1.3300
C -3.2861 2.5580 2.0759
C -4.6536 2.3832 1.8881
C -5.1320 1.4665 0.9594
C -4.2441 0.7318 0.1894
C -2.8778 0.9099 0.3872
S -1.7294 -0.0483 -0.5243
C 1.8602 3.1199 -0.8481
C 2.1514 4.2113 -1.6469
C 3.3594 4.8802 -1.4753
C 4.2707 4.4661 -0.5111
C 3.9692 3.3917 0.3112
C 2.7601 2.7267 0.1297
S 2.3745 1.3289 1.1126
H 0.2421 2.8772 -3.0640
H -0.4191 1.3191 -2.5724
H 1.3472 1.5243 -2.7989
H -1.4803 2.8500 -0.9154
H -0.4181 4.2556 -0.9603
H -1.2173 4.0641 1.3447
H 0.4676 3.5462 1.3561
H -0.9811 2.6704 3.5294
H 0.4751 1.7721 3.1089
H -1.0803 0.9151 3.3524
H -2.9406 3.2840 2.8016
H -5.3453 2.9732 2.4740
H -6.1966 1.3264 0.8313
H -4.5990 0.0271 -0.5512
H 1.4570 4.5595 -2.4015
H 3.5830 5.7328 -2.1022
H 5.2144 4.9814 -0.3959
H 4.6582 3.0669 1.0799
S 2.1676 -5.7957 0.3611
C 1.7065 -4.0836 0.3569
C 1.0416 -3.5163 1.4540
C 0.6865 -2.1932 1.4183
N 0.9835 -1.4044 0.3549
C 1.6523 -1.9342 -0.7007
C 2.0189 -3.2543 -0.7305
C 0.7421 -6.3486 -0.5895
C -0.4148 -6.7322 0.0685
C -1.4880 -7.1497 -0.7112
N -1.4563 -7.1935 -2.0391
C -0.3261 -6.8497 -2.6482
C 0.8093 -6.4180 -1.9713
H 0.8065 -4.1153 2.3232
H 0.1514 -1.7342 2.2481
H 1.9010 -1.2642 -1.5223
H 2.5591 -3.6455 -1.5816
H -0.4780 -6.7369 1.1484
H -2.4125 -7.4661 -0.2427
H -0.3213 -6.9275 -3.7290
H 1.7166 -6.1772 -2.5089
*
```

Summary:
Kohn-Sham gap = 4.14 eV
E_HOMO = -16.0 eV
ΔE to the lowest compared entry with this formula, charge and spin = 149.8 kJ/mol



Entry 3:
Here is C24H43ClIN3O3S as an isolated structure from the Open Molecules 2025 dataset. Energies are from the ωB97M-V functional and the def2-TZVPD basis.

ORCA input file:
```
! RIJCOSX wB97M-V def2-TZVPD def2/J DEFGRID3
* xyz 0 1
C -1.7622 1.5670 2.1421
C -2.3148 0.3313 2.8724
O -1.2446 -0.5415 3.1532
C -1.6929 -1.7572 3.7190
C -0.5561 -2.7829 3.7664
C 0.4354 -2.7002 2.6309
C 0.0350 -3.0356 1.2690
C -1.3884 -3.4988 1.0345
C -2.2156 -2.7728 -0.0577
C -1.9017 -1.3041 -0.2716
N -2.8709 -0.7130 -1.2433
C 0.9527 -2.9574 0.2682
Cl 0.6162 -3.3826 -1.3769
C 2.2819 -2.5324 0.5104
N 3.2640 -2.4158 -0.3772
S 4.5495 -1.9167 0.4507
N 3.9350 -1.8517 1.9271
C 2.6538 -2.2148 1.8290
C 1.7215 -2.3104 2.8954
C 2.2630 -1.9405 4.2508
C 2.2138 -0.4119 4.4753
C 2.1898 -0.1192 5.9605
I 1.6690 1.9263 6.3482
H -1.6844 2.4166 2.8095
H -0.7899 1.2979 1.7471
H -2.4243 1.8111 1.3194
H -3.0592 -0.1494 2.2302
H -2.8294 0.6400 3.7865
H -2.5951 -2.1132 3.2247
H -1.9954 -1.5608 4.7543
H -0.9993 -3.7803 3.7674
H -0.0761 -2.6670 4.7222
H -1.9514 -3.4845 1.9501
H -1.3291 -4.5514 0.7491
H -3.2706 -2.9242 0.1627
H -2.0476 -3.2738 -1.0032
H -0.9307 -1.1956 -0.7330
H -1.9605 -0.7275 0.6417
H -3.4271 -0.0006 -0.7875
H -3.5393 -1.4186 -1.5271
H 3.3126 -2.2284 4.2396
H 1.8130 -2.4971 5.0615
H 3.0940 0.0322 4.0256
H 1.3224 -0.0254 3.9871
H 3.1810 -0.2477 6.3786
H 1.5052 -0.7660 6.4910
C 1.2215 0.7173 -0.7868
C 0.0111 1.3135 -1.4841
O -0.9362 1.8791 -0.5945
C -0.4715 2.9453 0.2103
C 0.0234 4.1454 -0.5796
H 0.8993 -0.0252 -0.0520
H 1.8846 0.2336 -1.5055
H 1.8032 1.4732 -0.2552
H -0.5192 0.5214 -2.0162
H 0.3168 2.0486 -2.2380
H 0.3019 2.5942 0.9044
H -1.3249 3.2427 0.8216
H 0.9000 3.9031 -1.1818
H 0.2998 4.9532 0.0990
H -0.7533 4.5035 -1.2564
C 0.5392 0.4327 -5.3395
C -0.4286 1.6019 -5.2738
O 0.1964 2.8696 -5.3666
C 0.9182 3.1228 -6.5563
C 0.0732 3.0626 -7.8179
H 1.3060 0.5263 -4.5683
H 0.0053 -0.5065 -5.1909
H 1.0473 0.3752 -6.3036
H -0.9318 1.5903 -4.3071
H -1.2115 1.5021 -6.0340
H 1.7774 2.4467 -6.6351
H 1.3237 4.1286 -6.4425
H -0.3270 2.0629 -7.9926
H 0.6744 3.3351 -8.6858
H -0.7711 3.7494 -7.7448
*
```

Summary:
Kohn-Sham gap = 8.07 eV
E_HOMO = -8.6 eV



Entry 4:
Here is one molecule with the formula C3H2N2O2 from the Open Molecules 2025 dataset. Energies are from the ωB97M-V functional and the def2-TZVPD basis.

ORCA input file:
```
! RIJCOSX wB97M-V def2-TZVPD def2/J DEFGRID3
* xyz 0 1
N 0.9087 -1.0412 0.0689
C -0.2402 -0.3415 0.2345
O 0.0577 0.8605 0.7261
C -1.0542 1.7001 0.5387
O -0.9500 2.8785 0.5751
C 0.7746 -1.9296 -0.9521
N 0.5767 -2.5649 -1.8990
H 1.8414 -0.6741 0.2740
H -1.9405 1.0938 0.3159
*
```

Summary:
Kohn-Sham gap = 10.86 eV
E_HOMO = -10.6 eV
ΔE to the lowest compared entry with this formula, charge and spin = 247.7 kJ/mol



Entry 5:
Here is a 4-piece molecular cluster, C19H37B2N4O7 overall from the Open Molecules 2025 dataset. Energies are from the ωB97M-V functional and the def2-TZVPD basis.

ORCA input file:
```
! RIJCOSX wB97M-V def2-TZVPD def2/J DEFGRID3
* xyz -1 1
C -5.6819 -2.8372 4.8418
N -6.0896 -1.5000 4.2489
C -5.9155 -1.7065 2.7306
B -5.1447 -0.3698 4.7233
O -4.8749 -0.2797 6.1678
C -4.4623 0.6173 3.5501
C -2.8367 0.6228 3.9451
C -2.2577 -0.8050 3.2896
C -1.8071 -0.6834 1.6834
C -1.1688 -1.9950 0.9214
C -0.9961 -3.4461 1.7095
C -1.4789 -3.5268 3.3024
C -2.0927 -2.2075 4.1246
O -5.0348 1.9671 3.5838
B -4.5738 2.7882 4.7063
O -3.4181 3.7415 4.5511
O -5.1834 2.7887 6.0834
H -6.5732 -3.2166 5.5019
H -5.4595 -3.6729 4.0226
H -4.7334 -2.8023 5.5265
H -6.3566 -0.8251 2.0948
H -4.7870 -1.9514 2.5084
H -6.5213 -2.6793 2.3998
H -5.7091 0.1752 6.5455
H -2.6404 0.5280 5.0931
H -2.2333 1.4636 3.4002
H -1.9367 0.3241 1.0771
H -0.8184 -1.9039 -0.1922
H -0.5551 -4.3902 1.1593
H -1.3618 -4.5698 3.8496
H -2.4085 -2.2993 5.2544
H -3.3006 3.8215 3.5533
H -4.4819 2.5414 6.7631
C 0.1815 -0.9281 -4.3174
C 0.5709 -1.4394 -2.9580
O -0.0072 -2.3826 -2.4237
N 1.6025 -0.8224 -2.3133
C 2.4011 0.2912 -2.7679
H -0.6541 -1.5184 -4.7039
H -0.1360 0.1158 -4.2481
H 1.0224 -1.0256 -5.0092
H 1.8060 -1.2220 -1.4046
H 3.4451 -0.0300 -2.7985
H 2.2958 1.1023 -2.0434
H 2.1001 0.6443 -3.7552
C 1.7694 1.2436 -7.6178
C 2.8711 1.0961 -6.6052
O 2.8341 0.2480 -5.7172
N 3.9381 1.9414 -6.6924
C 4.1670 2.9944 -7.6534
H 0.9901 0.5022 -7.4200
H 1.3248 2.2398 -7.5452
H 2.1606 1.0732 -8.6244
H 4.6382 1.7813 -5.9773
H 5.1006 2.7778 -8.1782
H 4.2714 3.9351 -7.1075
H 3.3550 3.0819 -8.3767
C 4.3668 0.8046 0.3160
C 5.5032 0.2103 -0.4691
O 5.3182 -0.5815 -1.3901
N 6.7737 0.5748 -0.1321
C 7.1960 1.4824 0.9082
H 3.4176 0.4204 -0.0679
H 4.4523 0.5243 1.3693
H 4.3671 1.8928 0.2099
H 7.4843 0.1341 -0.7047
H 7.7633 2.2919 0.4425
H 7.8478 0.9343 1.5927
H 6.3550 1.9003 1.4633
*
```

Summary:
Kohn-Sham gap = 3.40 eV
E_HOMO = -1.7 eV



Entry 6:
Here is C37H59N3OPSSiTi as an isolated structure from the Open Molecules 2025 dataset. Energies are from the ωB97M-V functional and the def2-TZVPD basis.

ORCA input file:
```
! RIJCOSX wB97M-V def2-TZVPD def2/J DEFGRID3
* xyz 3 1
Ti 0.6143 0.3109 0.2799
C 4.6330 0.4304 -1.4774
Si 3.3323 -0.8343 -1.0861
C 2.0789 -0.8601 -2.4535
C 3.9604 -2.5176 -0.6678
N 2.3344 -0.2419 0.3450
C 2.9386 -0.0259 1.6278
C 4.2973 -0.1308 1.9172
C 4.7568 0.1199 3.2018
C 3.8815 0.4828 4.2098
C 2.5190 0.5935 3.9493
C 2.0942 0.3317 2.6734
O 0.7237 0.3855 2.2775
C -0.2364 0.7505 3.2899
C -0.7244 -0.2470 4.1041
C -1.6449 0.1031 5.0829
C -2.0404 1.4283 5.2246
C -1.5178 2.4123 4.3939
C -0.5994 2.0753 3.4096
H 5.1116 0.1401 -2.4179
H 5.4194 0.5194 -0.7299
H 4.1866 1.4176 -1.6289
H 2.5030 -1.4014 -3.3051
H 1.8056 0.1353 -2.8150
H 1.1775 -1.4022 -2.1703
H 4.4919 -2.9196 -1.5356
H 3.1432 -3.2079 -0.4453
H 4.6539 -2.5314 0.1732
H 5.0031 -0.4291 1.1562
H 5.8125 0.0203 3.4150
H 4.2498 0.6692 5.2093
H 1.8223 0.8675 4.7296
H -0.3781 -1.2691 3.9949
H -2.0415 -0.6567 5.7423
H -2.7534 1.6960 5.9929
H -1.8172 3.4444 4.5179
H -0.1675 2.8291 2.7614
C -4.7018 1.6594 0.5732
C -3.7664 1.0619 1.6355
C -2.4745 0.5205 1.0016
C -2.7555 -0.0265 -0.3977
C -3.1094 1.1604 -1.3262
C -3.8838 2.2559 -0.5679
P -1.2938 -0.9513 -0.9960
C -1.3680 -1.2389 -2.8004
C -1.1253 -0.0253 -3.7065
C -0.8168 -0.5221 -5.1314
C -1.5564 -1.8355 -5.4425
C -2.8965 -1.8797 -4.7130
C -2.6849 -1.9582 -3.1872
C -1.1872 -2.6154 -0.2120
C -0.3203 -2.5258 1.0596
C -0.4784 -3.7975 1.8919
C -1.9084 -3.8919 2.4511
C -2.9396 -3.2137 1.5318
C -2.5358 -3.3253 0.0630
H -5.3418 2.4159 1.0243
H -5.3731 0.8920 0.1797
H -4.2661 0.2472 2.1640
H -3.5062 1.8100 2.3861
H -2.0320 -0.2233 1.6641
H -1.7451 1.3506 0.9027
H -3.5919 -0.7272 -0.3503
H -3.7022 0.7951 -2.1654
H -2.1988 1.5946 -1.7478
H -4.5206 2.7969 -1.2663
H -3.1859 2.9940 -0.1585
H -0.5530 -1.9470 -2.9707
H -0.3115 0.5975 -3.3250
H -2.0170 0.5987 -3.7184
H 0.2593 -0.6602 -5.2615
H -1.1218 0.2490 -5.8397
H -0.9529 -2.6968 -5.1389
H -1.6973 -1.9348 -6.5172
H -3.4898 -2.7340 -5.0354
H -3.4759 -0.9884 -4.9650
H -2.6334 -3.0004 -2.8665
H -3.5399 -1.5089 -2.6759
H -0.6349 -3.2045 -0.9521
H -0.6423 -1.6775 1.6843
H 0.7321 -2.3742 0.7889
H 0.2563 -3.8325 2.6966
H -0.2634 -4.6507 1.2431
H -1.9538 -3.4363 3.4426
H -2.1651 -4.9420 2.5888
H -3.0512 -2.1579 1.8017
H -3.9225 -3.6599 1.6773
H -3.3230 -2.9413 -0.5854
H -2.4253 -4.3794 -0.1989
C 3.0077 3.6691 1.1637
N 2.9154 3.6119 -0.2900
C 3.9244 4.2763 -1.1467
C 3.4216 3.9900 -2.5777
N 2.1652 3.2581 -2.3182
C 1.9417 3.1250 -1.0224
S 0.4242 2.4848 -0.4155
H 4.0346 3.4635 1.4603
H 2.3583 2.9207 1.6104
H 2.7277 4.6593 1.5241
H 4.9087 3.8539 -0.9538
H 3.9487 5.3393 -0.9103
H 4.1079 3.3650 -3.1444
H 3.2240 4.8973 -3.1426
H 1.4594 3.0820 -3.0159
*
```

Summary:
Kohn-Sham gap = 7.17 eV
E_HOMO = -17.0 eV
ΔE to the lowest compared entry with this formula, charge and spin = 17.7 kJ/mol



Entry 7:
Here is a 9-piece molecular cluster, C19H54ClO18S8 overall from the Open Molecules 2025 dataset. Energies are from the ωB97M-V functional and the def2-TZVPD basis.

ORCA input file:
```
! RIJCOSX wB97M-V def2-TZVPD def2/J DEFGRID3
* xyz -1 1
Cl 0.9570 -0.2722 -0.0149
O 1.7641 -1.3948 0.3894
O 0.9100 -0.2152 -1.4711
O -0.3801 -0.3598 0.4997
O 1.5671 0.9443 0.5035
O -0.0418 -0.0592 6.3460
S -0.2837 -0.9876 5.2798
O -0.0626 -2.3787 5.5209
O -1.7490 -0.7875 4.7098
C -2.3258 0.5604 4.5483
C -3.1540 0.4901 3.2768
C 0.6901 -0.4793 3.8753
H -1.5113 1.2740 4.4442
H -2.9235 0.7024 5.4463
H -2.4885 0.5476 2.4140
H -3.8849 1.3006 3.2138
H -3.7182 -0.4387 3.2285
H 0.5266 -1.1015 2.9969
H 1.7308 -0.6261 4.1529
H 0.4118 0.5513 3.6846
O -1.5017 5.4467 -0.5296
S -0.9096 4.8239 0.6200
O 0.4113 5.1565 1.0306
O -1.8781 5.0988 1.8658
C -3.3030 5.1831 1.6503
C -3.9951 4.6025 2.8580
C -1.0358 3.0413 0.5217
H -3.6052 4.7388 0.7001
H -3.5790 6.2418 1.5958
H -3.8039 3.5532 3.1104
H -5.0870 4.6477 2.7588
H -3.7348 5.1431 3.7712
H -2.0907 2.8188 0.3806
H -0.6148 2.6357 1.4361
H -0.4308 2.6849 -0.3082
O -0.9902 2.4558 -5.1032
S -1.9296 3.1512 -4.2770
O -3.2719 3.3739 -4.7537
O -2.0673 2.4120 -2.8598
C -2.4541 1.0365 -2.9181
C -2.8270 0.5937 -1.5232
C -1.2796 4.6849 -3.6922
H -1.6220 0.4063 -3.2514
H -3.2812 0.8567 -3.6063
H -3.6915 1.1763 -1.1929
H -2.0440 0.7206 -0.7768
H -3.0653 -0.4700 -1.5581
H -2.1283 5.2964 -3.4162
H -0.6001 5.0960 -4.4257
H -0.7609 4.4367 -2.7694
C 5.3778 -1.9880 0.6806
S 5.1979 -2.9043 2.2262
O 4.8766 -4.3197 1.8938
C 6.9372 -2.8573 2.7122
H 5.9227 -2.6414 -0.0072
H 5.9278 -1.0764 0.8978
H 4.3911 -1.8200 0.2548
H 7.2045 -1.8917 3.1428
H 7.5408 -2.9585 1.8057
H 7.1164 -3.6676 3.4085
C -1.2417 -3.4265 1.9773
S -0.5123 -4.8774 2.7587
O -0.6432 -5.9876 1.7718
C -1.7732 -5.1184 4.0451
H -2.2059 -3.7334 1.5666
H -0.6060 -3.0624 1.1781
H -1.4019 -2.7049 2.7821
H -1.5957 -4.4638 4.8950
H -1.6739 -6.1598 4.3370
H -2.7430 -4.9348 3.5826
C -1.9444 -2.0074 -6.1560
S -0.7111 -2.7110 -5.0571
O 0.1740 -3.5880 -5.8837
C 0.2696 -1.2195 -4.7577
H -2.6408 -1.3445 -5.6529
H -2.4789 -2.8390 -6.6183
H -1.4564 -1.5014 -6.9952
H 0.7994 -0.9744 -5.6746
H 0.8841 -1.3206 -3.8714
H -0.4605 -0.4228 -4.5699
C 3.3247 3.3979 -0.9683
S 1.7694 3.8461 -1.7669
O 1.7412 5.3370 -1.8512
C 2.2021 3.1953 -3.4048
H 4.2084 3.6520 -1.5558
H 3.3559 2.3046 -0.8737
H 3.3633 3.7886 0.0443
H 1.4806 2.4164 -3.6574
H 3.1684 2.6923 -3.4123
H 2.1871 4.0058 -4.1274
C 2.1661 -4.8409 0.4108
S 1.5047 -5.4785 -1.1496
O 0.1546 -6.0384 -0.9012
C 1.3598 -3.8499 -1.9053
H 2.2291 -5.4936 1.2737
H 1.4436 -4.0960 0.7821
H 3.0491 -4.2499 0.1924
H 0.6198 -3.2050 -1.4116
H 0.9932 -3.9005 -2.9274
H 2.2846 -3.2752 -1.8454
*
```

Summary:
Kohn-Sham gap = 7.84 eV
E_HOMO = -5.8 eV
ΔE to the lowest compared entry with this formula, charge and spin = 0.0 kJ/mol



Entry 8:
Here is a 2-piece molecular cluster, C5H13NO overall from the Open Molecules 2025 dataset. Energies are from the ωB97M-V functional and the def2-TZVPD basis.

ORCA input file:
```
! RIJCOSX wB97M-V def2-TZVPD def2/J DEFGRID3
* xyz 1 2
C -1.0891 -1.7556 -0.6124
C 0.3081 -2.1221 -0.1646
O 0.7698 -2.3560 0.9142
N 1.2348 -1.8078 -1.1985
H -1.3630 -2.4306 -1.4184
H -0.9690 -0.7778 -1.0061
H 2.3121 -1.9946 -0.9704
H 0.8179 -1.6851 -2.1062
H -1.7955 -1.5397 0.2290
C -0.9057 2.3744 0.2643
C -0.4362 3.2195 1.4726
C 0.2798 1.7370 -0.5050
H -1.4267 1.4973 0.7063
H -1.4604 3.0209 -0.4771
H 0.0973 2.3914 2.1749
H -0.1936 0.6575 -0.8484
H 0.4410 2.4638 -1.2958
H -1.2846 3.4778 2.2066
H 0.0162 4.0662 1.1049
H 1.0649 1.6365 0.0471
*
```

Summary:
Kohn-Sham gap (spin up / spin down) = 9.22 / 4.13 eV
E_HOMO (spin up / spin down) = -13.9 / -13.9 eV
ΔE to the lowest compared entry with this formula, charge and spin = 384.6 kJ/mol
⟨S²⟩ = 0.76



Number 1: total energy -457.556794 hartree. Number 2: total energy -2475.978397 hartree. Number 3: total energy -2486.285316 hartree. Number 4: total energy -375.417171 hartree. Number 5: total energy -1541.366532 hartree. Number 6: total energy -3562.504556 hartree. Number 7: total energy -5755.981853 hartree. Number 8: total energy -327.868813 hartree.